No. 1
A structure of composition C23H34NO2P2Y in a non-equilibrium geometry, computed with the ωB97M-V functional and the def2-TZVPD basis.

Computed properties:
- Total energy: -49604.93951 eV
- Total charge: 0
- Largest force on an atom: 3.29 eV/A
- Frontier orbital gap: 5.2692 eV
- LUMO: -0.315 eV

XYZ file:
```
63
Properties=species:S:1:pos:R:3:lowdin_charge:R:1
C 2.952 -1.218 -2.653 -0.021
C 2.282 -0.720 -1.536 -0.303
N 0.961 -0.399 -1.597 0.032
C 0.316 -0.512 -2.792 -0.308
C 0.940 -0.980 -3.928 -0.028
C 2.276 -1.347 -3.868 -0.030
C 3.071 -0.464 -0.266 -0.285
P 2.218 -0.140 1.374 0.823
Y -0.304 0.041 0.456 1.060
P -1.838 1.014 -1.572 0.826
C -1.139 -0.119 -2.921 -0.262
C -1.094 1.274 2.361 -0.349
C -1.479 0.380 3.334 -0.202
C -2.206 0.877 4.435 -0.119
C -2.465 2.249 4.540 -0.118
C -2.008 3.132 3.549 -0.101
C -1.307 2.625 2.435 -0.214
O 3.997 2.630 -0.918 -0.105
O 0.944 3.061 -1.618 -0.215
H 4.013 -1.477 -2.542 0.123
H 0.393 -1.008 -4.872 0.124
H 2.799 -1.745 -4.733 0.115
C 2.503 -1.783 2.086 -0.271
C 3.399 0.934 2.251 -0.235
H -1.319 0.433 -3.868 0.095
H -1.800 -1.014 -2.943 0.103
H 3.683 0.427 -0.443 0.056
H 3.864 -1.260 -0.140 0.111
C -3.594 0.516 -1.530 -0.267
C -1.886 2.601 -2.441 -0.275
H -1.237 -0.692 3.278 0.072
H -2.564 0.193 5.203 0.087
H -3.031 2.643 5.390 0.092
H -2.181 4.206 3.644 0.091
H -0.895 3.315 1.669 -0.048
H 1.027 3.393 -0.709 -0.143
H 1.438 3.802 -2.055 0.057
H 3.036 2.471 -1.068 0.002
H 4.404 2.195 -1.711 0.059
H 0.652 3.547 0.925 -0.027
H 3.582 -1.912 2.183 0.045
H 2.022 -1.815 3.065 0.050
H 2.081 -2.558 1.447 0.034
H 4.201 0.330 2.676 0.046
H 3.800 1.695 1.580 0.036
H 2.843 1.425 3.053 0.050
H -2.510 2.536 -3.341 0.048
H -2.297 3.354 -1.756 0.058
H -0.866 2.910 -2.698 0.016
H -4.092 0.786 -2.469 0.048
H -3.680 -0.562 -1.347 0.038
H -4.067 1.052 -0.696 0.051
C -2.266 -4.753 0.321 -0.107
C -2.994 -3.696 0.888 -0.096
C -2.434 -2.397 0.952 -0.167
C -1.163 -2.175 0.440 -0.305
C -0.430 -3.208 -0.124 -0.177
C -0.985 -4.507 -0.192 -0.102
H -2.711 -5.749 0.281 0.096
H -3.997 -3.866 1.294 0.097
H -3.002 -1.578 1.400 0.082
H 0.568 -3.056 -0.531 0.066
H -0.425 -5.335 -0.634 0.093
```

---

No. 2
A structure of composition C14H9F3O2Sr in a non-equilibrium geometry, computed with the ωB97M-V functional and the def2-TZVPD basis.

Computed properties:
- Total energy: -27708.75499 eV
- Total charge: +2
- Largest force on an atom: 12.98 eV/A
- Frontier orbital gap: 2.4432 eV
- ΔE to the lowest compared entry with this formula, charge and spin: 359.3 kcal per mole
- LUMO: -10.151 eV

XYZ file:
```
29
Properties=species:S:1:pos:R:3:lowdin_charge:R:1
O 2.242 -2.736 1.786 -0.045
C 1.730 -1.750 1.000 -0.207
C 0.148 -1.870 0.588 0.080
C -0.327 -1.066 -0.608 -0.087
C -1.903 -1.239 -1.023 -0.137
C -2.871 0.025 -0.630 -0.095
C -4.073 -0.434 0.424 -0.118
F -4.329 -1.830 0.854 -0.020
C -4.972 0.645 0.927 0.102
F -6.153 0.977 0.046 0.059
F -4.656 1.344 2.200 -0.263
C 0.684 -0.100 -1.483 -0.183
O 0.346 0.283 -2.721 -0.033
C 2.145 0.346 -0.826 -0.029
C 3.040 1.574 -1.442 0.014
C 4.498 1.893 -0.728 -0.025
C 5.045 1.022 0.568 -0.026
C 4.158 -0.214 1.198 0.023
C 2.705 -0.529 0.484 -0.029
H -0.541 -2.567 1.228 0.137
H -1.935 -1.360 -2.207 0.149
H -2.256 -2.281 -0.579 0.135
H -3.443 0.333 -1.631 0.144
H -2.305 0.991 -0.273 0.131
H 2.653 2.159 -2.379 0.105
H 5.196 2.744 -1.144 0.098
H 6.092 1.284 1.024 0.097
H 4.532 -0.881 2.113 0.122
Sr -5.453 3.237 3.237 1.900
```

---

What is the formula in the first record? C23H34NO2P2Y